# 1
ORCA calculation (wB97M-V/def2-TZVPD) on a structure of composition C20H44CdO19 at a distorted geometry.

Last column: Mulliken charge in e.
CARTESIAN COORDINATES (ANGSTROEM)
H 4.22 0.80 2.25  0.32
O -3.15 2.66 -2.17  -0.33
O 0.34 0.14 -4.15  -0.42
H 2.83 -3.89 -1.48  0.36
H 2.46 2.89 3.95  0.33
Cd -3.28 -2.85 -0.29  0.80
C -0.13 0.31 0.45  0.50
C -1.01 3.02 3.66  0.69
H 1.15 -4.02 -1.72  0.12
H 0.00 1.00 1.28  0.01
O -3.12 1.66 -4.01  -0.27
C 0.74 -2.71 5.07  -0.64
O -0.49 2.46 4.64  -0.57
O 3.80 1.17 1.47  -0.50
C -0.24 -0.14 -5.27  0.66
C 1.94 -4.32 -1.03  -1.05
C -1.87 2.98 -2.53  0.15
H -1.66 -2.11 -3.43  0.04
C 0.04 -0.85 -3.22  1.02
H -1.03 2.34 -4.39  0.23
O -0.37 3.52 2.66  -0.27
H -1.01 5.07 1.53  0.35
H -3.44 4.30 1.98  0.37
C -1.33 -0.51 0.77  -0.35
C 3.62 -0.15 -2.12  -0.13
H 2.00 -5.41 -1.00  0.35
H 0.37 -3.08 3.04  0.18
H -5.08 -2.03 -2.61  0.26
C 5.26 1.25 -2.04  0.49
O -4.29 -2.05 -2.06  -0.62
H -4.42 -0.87 1.12  0.29
O 4.13 2.01 -2.01  -0.39
O -4.49 0.91 -2.56  -0.72
H 0.85 -1.17 -2.55  0.02
H 0.82 -0.23 0.46  0.02
O -2.34 3.21 3.53  -0.36
H -0.96 -2.20 3.73  0.27
H -1.82 -3.16 1.96  0.32
C 3.19 2.34 1.91  0.52
H 3.20 1.54 3.96  0.41
H -0.98 3.61 0.67  0.00
H 2.13 2.34 1.63  -0.29
C -3.62 1.65 -2.90  0.69
H -3.92 -1.18 -2.14  0.52
O -4.72 -1.70 0.74  -0.48
H 0.69 -1.45 3.39  0.17
C -0.68 -1.96 -3.89  -0.06
C 3.36 2.50 3.47  -1.33
H 1.07 -3.73 4.87  0.28
C -1.19 4.00 1.67  -0.13
H -2.81 2.73 1.55  -0.01
H 3.62 3.23 1.46  0.24
H -0.19 -2.94 -3.92  0.22
H 3.36 -0.46 -3.13  0.20
O -0.26 0.52 -6.33  -0.60
H -1.79 4.06 -2.38  0.42
H 2.09 -4.06 1.19  0.41
H -0.30 0.59 -0.59  -0.46
C -2.02 2.55 -3.98  -0.40
H -1.03 2.49 -2.03  -0.15
H 4.30 3.00 3.70  0.34
H -0.35 -1.85 6.44  0.30
H -0.75 -0.39 -2.64  -0.65
H 3.22 -0.83 -1.37  0.15
O 0.19 -3.73 0.51  -0.47
C -2.64 3.59 2.20  -0.01
O -2.45 -3.72 1.45  -0.67
O -0.87 -1.37 -5.15  -0.36
H 1.57 -2.07 5.35  0.31
H -1.08 -0.97 1.73  -0.33
H 2.10 1.33 -2.38  0.02
H -2.05 0.24 1.07  0.11
C 0.13 -2.30 3.77  -0.29
H -2.32 3.36 -4.64  0.36
H 1.73 -2.59 0.25  -0.17
C 1.56 -3.66 0.33  0.15
O -0.27 -2.74 6.10  -0.54
O -1.83 -1.28 -0.30  0.93
C 3.03 1.21 -1.82  1.02
H 2.74 1.23 -0.76  -0.45
O 4.99 0.00 -1.96  -0.33
H -0.13 -2.83 0.49  0.17
H -5.43 -1.98 1.32  0.31
O 6.39 1.70 -1.86  -0.56

Calculated values
**Multiplicity**: 2
**<S²>**: 0.78
**Orbital gap (spin up / spin down)**: 8.043 / 4.979 eV
**Total charge**: +1
**Max |F|**: 7.267 eV/Å

***

# 2
ORCA calculation (wB97M-V/def2-TZVPD) on the molecule C13H13NO3 at a distorted geometry.

Last column: natural (NBO) charge in e.
CARTESIAN COORDINATES (ANGSTROEM)
H 0.94 0.30 -5.24  0.24
C 3.01 -0.84 -0.21  0.78
C -0.77 -0.27 1.25  -0.45
C 0.58 -0.22 -4.29  -0.17
C 0.67 -0.85 -1.72  0.17
H -1.33 0.03 0.28  0.25
O 2.16 -0.41 3.15  -0.51
H -0.66 2.80 3.19  0.22
C -1.05 -1.89 -3.02  0.03
C -2.59 1.36 2.20  -0.62
H 2.18 0.65 -2.78  0.25
C -1.14 0.68 2.50  -0.22
H -1.18 -1.40 -5.34  0.24
H -2.57 2.50 2.27  0.21
H -2.98 1.11 1.15  0.20
C 2.05 -0.45 1.92  0.77
C -0.11 1.89 2.75  -0.64
O 3.83 -1.14 -1.10  -0.51
O 3.28 -0.55 1.15  -0.51
H -1.93 -2.63 -3.09  0.21
H -1.17 -1.32 1.50  0.25
N -0.44 -1.75 -1.74  -0.43
H 0.46 2.16 1.80  0.21
H -3.39 1.01 2.97  0.22
C 0.78 -0.44 0.96  -0.03
H -1.28 0.05 3.44  0.22
C 1.41 -0.69 -0.30  -0.10
C -0.64 -1.21 -4.35  -0.27
C 1.26 -0.04 -2.89  -0.24
H 0.62 1.55 3.58  0.24

Calculated values
**Relative energy (zero: lowest compared OMol25 entry of this formula, charge and spin)**: 131.47 kcal per mole
**Orbital gap**: 8.255 eV
**Total charge**: 0
**Structure (SMILES)**: CC(C)CC1=C(c2ccccn2)C(=O)OC1=O
**Max |F|**: 5.129 eV/Å

***

# 3
ORCA calculation (wB97M-V/def2-TZVPD) on a cluster of 2 separate species, CH5N3 in total at a distorted geometry.

Last column: natural (NBO) charge in e.
CARTESIAN COORDINATES (ANGSTROEM)
H -1.14 0.16 1.32  0.21
H -2.60 -0.75 0.66  0.23
H 1.27 0.07 0.76  0.36
N -1.14 -0.02 -0.63  0.08
C -1.70 -0.16 0.51  -0.52
N 1.69 0.23 -0.14  -1.11
H 1.92 -0.58 -0.68  0.37
N -0.70 0.13 -1.65  0.00
H 2.40 0.93 -0.15  0.37

Calculated values
**Relative energy (zero: lowest compared OMol25 entry of this formula, charge and spin)**: 64.49 kcal per mole
**Orbital gap**: 9.477 eV
**Total charge**: 0
**Max |F|**: 1.472 eV/Å